37
Properties=species:S:1:pos:R:3:forces:R:3 method="wB97M-V/def2-TZVPD" total_charge=-2 relative_energy_kj_mol=30.0 spin_multiplicity=1 max_force_ev_per_a=0.68
Pd -1.4922 -0.5700 -1.5061 -0.579 0.344 0.120
S -1.2501 -0.4307 1.0275 0.242 -0.121 -0.286
C -0.6435 1.1849 1.2820 -0.030 -0.013 0.000
C -0.3825 1.5968 2.5925 -0.017 -0.027 0.044
C 0.1024 2.8607 2.9173 0.028 -0.023 0.025
C 0.3637 3.1977 4.2827 0.010 0.054 -0.054
N 0.5802 3.4664 5.3831 -0.013 -0.029 0.016
C 0.3392 3.7752 1.8755 0.030 0.082 0.073
C 0.0825 3.3904 0.5685 0.026 -0.051 -0.083
C -0.3933 2.1140 0.2169 0.016 -0.013 0.042
S -0.6276 1.7477 -1.4527 0.053 -0.029 0.052
C 0.8385 5.0925 2.1416 -0.047 -0.059 0.007
N 1.2367 6.1550 2.3424 0.026 0.025 -0.007
H -0.5657 0.8878 3.3909 0.001 0.007 -0.008
H 0.2614 4.0984 -0.2312 -0.001 0.006 0.001
S 1.1166 -1.5766 -2.3417 0.205 -0.157 -0.034
C 2.0283 -0.6880 -1.3018 -0.070 -0.048 -0.083
N 1.8666 -0.6169 0.0243 -0.307 0.254 0.011
C 2.7386 0.3087 0.7297 0.025 -0.042 0.034
C 3.2015 1.3450 -0.2862 0.007 -0.006 0.006
S 3.3315 0.3882 -1.8243 0.074 0.026 -0.026
H 0.8999 -0.7605 0.3796 0.162 -0.189 -0.042
H 3.6046 -0.2350 1.1260 -0.026 0.014 0.033
H 2.1914 0.7570 1.5579 -0.009 0.050 -0.002
H 4.1632 1.7826 -0.0248 0.005 -0.002 0.005
H 2.4560 2.1261 -0.4262 -0.043 0.013 0.005
S -3.4059 -1.0076 -2.8702 0.281 -0.036 -0.048
C -2.5290 -2.2433 -2.0023 -0.008 -0.095 0.321
N -1.7187 -3.1139 -2.8381 -0.030 0.015 -0.088
C -1.6835 -4.4430 -2.7230 0.055 -0.029 0.021
C -2.3442 -5.0697 -1.7181 -0.048 0.025 -0.025
C -3.0413 -4.1957 -0.8036 0.010 -0.020 0.055
N -3.1415 -2.9233 -0.9094 -0.058 0.073 -0.096
H -1.2439 -2.6448 -3.5899 0.014 -0.010 -0.005
H -1.0890 -4.9740 -3.4584 0.007 0.019 -0.001
H -2.3277 -6.1418 -1.5997 0.025 -0.004 0.028
H -3.5229 -4.6403 0.0695 -0.017 -0.008 -0.013